Entry 1:
Here is an isolated molecule of C4H8BN at a distorted geometry from the OMol25 dataset. Energies are from ωB97M-V/def2-TZVPD.

- SMILES: C=C[C@@H]1NB1C
- Lowest unoccupied orbital energy: 0.6038 eV
- Strongest force on any atom: 3.06 eV/A
- HOMO energy: -8.48 eV
- Relative energy (zero: lowest compared OMol25 entry of this formula, charge and spin): 51.6 kcal per mole

The geometry in XYZ format:
```
14
Properties=species:S:1:pos:R:3:forces:R:3:nbo_charge:R:1
C -2.7345 0.1960 -0.3869 -0.47 1.86 -0.68 -0.4356
C -1.5853 0.0714 0.2765 0.96 -1.66 -0.62 -0.1758
C -0.4018 -0.7012 -0.3167 -1.08 2.49 -1.41 -0.3143
N 0.4985 -1.4029 0.5250 1.60 -2.10 1.28 -0.8158
B 1.1642 -0.3525 -0.0609 -1.58 -0.77 1.04 0.8158
C 2.3823 0.6018 -0.0828 -0.13 0.83 0.34 -1.0042
H -2.7014 0.1504 -1.5065 -0.24 -0.76 1.08 0.1920
H -3.6487 0.7166 0.0068 1.14 -0.58 -0.19 0.2016
H -1.3911 0.3494 1.2929 -0.52 0.17 0.67 0.1915
H -0.7077 -1.0047 -1.3387 0.49 -0.73 0.60 0.1749
H 0.5224 -2.3070 1.0995 -0.37 1.93 -1.39 0.4065
H 3.4036 0.0815 -0.0863 -1.46 1.14 0.21 0.2527
H 2.1667 1.3389 0.8017 0.88 -1.46 -1.27 0.2635
H 2.1950 1.2476 -0.9676 0.78 -0.37 0.34 0.2473
```
Positions in Å, forces in eV/Å.

Entry 2:
Here is a structure of composition C3H3IN2O at a distorted geometry from the OMol25 dataset. Energies are from ωB97M-V/def2-TZVPD.

- Lowest unoccupied orbital energy (alpha / beta): -0.6697 / -0.6677 eV
- Strongest force on any atom: 2.27 eV/A
- HOMO energy (alpha / beta): -7.97 / -7.97 eV
- Relative energy (zero: lowest compared OMol25 entry of this formula, charge and spin): 90.5 kcal per mole

The geometry in XYZ format:
```
10
Properties=species:S:1:pos:R:3:forces:R:3:nbo_charge:R:1
C 1.5448 0.1098 0.2149 -0.35 -1.35 -1.12 -0.4478
C 0.9965 -1.0653 -0.1569 0.61 0.45 1.08 -0.0606
C -1.6989 0.5064 0.0795 -1.56 0.37 0.72 0.4110
N -0.3254 -1.4494 -0.0026 -0.17 -0.69 -0.50 -0.2586
N -1.1701 -0.5511 -0.1611 0.20 1.18 0.41 -0.0881
O -2.7634 1.1721 -0.3873 0.24 0.97 0.43 -0.6543
I 3.5501 0.1278 0.0260 1.76 0.41 0.10 0.1509
H 1.1673 1.0620 0.4474 -1.02 0.71 0.22 0.2225
H 1.7326 -1.8611 -0.2641 -0.69 -0.24 -0.37 0.2054
H -3.0334 1.9488 0.2042 0.97 -1.81 -0.97 0.5195
```
Positions in Å, forces in eV/Å.

Entry 3:
Here is an isolated molecule of C3H5N5 at a distorted geometry from the OMol25 dataset. Energies are from ωB97M-V/def2-TZVPD.

- SMILES: [H]/N=c1/ncn(N=C)[nH]1
- Lowest unoccupied orbital energy: 0.4472 eV
- Strongest force on any atom: 3.22 eV/A
- HOMO energy: -8.83 eV
- Relative energy (zero: lowest compared OMol25 entry of this formula, charge and spin): 91.8 kcal per mole

The geometry in XYZ format:
```
13
Properties=species:S:1:pos:R:3:forces:R:3:nbo_charge:R:1
H -3.4198 -0.2736 0.8981 1.69 -2.08 -0.86 0.3462
N -2.8810 -1.0972 0.4110 -0.13 1.35 0.18 -0.6857
C -1.6785 -0.7798 0.1046 -1.54 1.72 -0.54 0.5100
N -0.7903 -1.3425 -0.8602 -1.31 -1.37 0.80 -0.4520
C 0.2959 -0.7428 -0.6721 2.65 -0.82 -1.38 0.2602
N 0.3090 0.2473 0.2850 -0.41 -1.32 -0.31 -0.1463
N 1.1199 1.2806 -0.0307 0.73 1.80 0.38 -0.2172
C 2.3064 0.9228 -0.2537 3.14 -0.41 0.61 -0.1272
N -1.0609 0.4483 0.4881 -0.19 0.02 -0.58 -0.4550
H 1.2810 -0.8811 -1.2622 -2.27 -0.01 0.85 0.2103
H 2.6158 -0.1879 -0.1800 -0.25 1.86 -0.01 0.1567
H 3.2044 1.6593 -0.3256 -2.18 -1.08 -0.29 0.2135
H -1.3019 0.7464 1.3974 0.06 0.33 1.14 0.3864
```
Positions in Å, forces in eV/Å.

Entry 4:
Here is a cluster of 8 separate species, C41H50F21N2O18P in total at a distorted geometry from the OMol25 dataset. Energies are from ωB97M-V/def2-TZVPD.

- SMILES: CCC(=O)OCCc1ccc2c(c1[PH2]=N)C(=O)NC2=O.CCOC(=O)C(F)(F)F.CCOC(=O)C(F)(F)F.CCOC(=O)C(F)(F)F.CCOC(=O)C(F)(F)F.CCOC(=O)C(F)(F)F.CCOC(=O)C(F)(F)F.CCOC(=O)C(F)(F)F
- Lowest unoccupied orbital energy: -1.2241 eV
- Strongest force on any atom: 4.90 eV/A
- HOMO energy: -8.88 eV

The geometry in XYZ format:
```
133
Properties=species:S:1:pos:R:3:forces:R:3:mulliken_charge:R:1
C 1.3847 -3.5647 -0.9358 -1.01 0.19 -0.88 -0.6924
C 0.5884 -3.5626 0.4719 -0.22 0.22 0.07 0.1070
C -0.1708 -4.9478 0.7619 2.72 -2.60 1.49 -0.0052
O 0.5510 -5.9254 1.1096 -2.79 3.32 -1.56 -0.5593
O -1.5807 -5.1309 0.6994 2.24 0.33 -1.58 -0.1189
C -1.9224 -6.3017 -0.1275 -1.10 -1.00 0.74 -0.2127
C -3.4833 -6.1366 -0.6006 0.47 0.98 0.67 -1.1439
C -3.8857 -4.6200 -0.2360 -0.96 1.53 -0.01 0.8335
C -4.5959 -4.3481 1.1095 0.89 3.35 -2.43 -0.5500
C -4.9659 -2.8691 1.4908 1.80 -0.76 -4.10 -0.6641
C -4.5771 -1.7922 0.4601 0.60 -1.90 -1.12 0.2075
C -3.8602 -2.0646 -0.8969 -1.07 -3.11 1.71 0.1816
C -3.5115 -3.5135 -1.2876 -2.54 1.23 3.18 0.2261
P -2.6837 -3.8797 -2.9422 1.98 0.20 0.13 0.0780
N -1.0933 -3.6844 -2.9106 -0.97 -0.94 -0.08 -0.5656
C -3.6260 -0.6691 -1.6276 0.37 -0.93 -0.97 0.1649
O -3.4391 -0.3727 -2.8180 -0.70 -1.07 4.52 -0.5270
N -3.6569 0.2671 -0.4554 -0.50 -0.11 -0.04 -0.2626
C -4.7768 -0.2113 0.4258 -2.16 -0.61 1.53 0.2256
O -5.6747 0.4685 0.9632 3.75 -2.29 -2.17 -0.5523
H 1.0367 -2.6379 -1.5273 0.47 -1.73 0.89 0.1361
H 1.0738 -4.4677 -1.5819 0.78 1.38 1.17 0.2609
H 2.5117 -3.4611 -0.8311 -1.64 -0.68 0.10 0.2504
H 1.3678 -3.4244 1.2989 -1.35 -0.43 -0.99 0.2995
H -0.1029 -2.6571 0.4936 0.68 -1.39 0.01 0.1359
H -1.8949 -7.1950 0.5800 0.26 0.99 -1.23 0.2966
H -1.2087 -6.4477 -1.0021 -0.91 0.39 1.23 0.3025
H -4.1419 -6.8984 -0.0495 0.97 1.35 -0.67 0.4259
H -3.6018 -6.3548 -1.7145 0.21 0.43 1.59 0.2319
H -4.8224 -5.2258 1.7993 0.35 1.47 -1.09 0.3563
H -5.5014 -2.5823 2.4427 0.88 -0.35 -1.72 0.3572
H -3.2218 -2.9821 -3.9409 -0.45 -0.62 0.99 0.1134
H -2.9606 -5.2413 -3.3485 -0.69 0.99 0.30 0.0824
H -0.6476 -4.5858 -3.1595 -0.20 0.81 0.28 0.2117
H -2.8629 -0.0816 0.1275 -0.27 0.71 -0.72 0.3156
C -4.1006 3.3776 -0.6108 -0.02 0.47 0.26 -0.8420
C -3.6508 3.5925 -2.0424 -0.37 -0.93 0.30 -0.0691
O -3.2843 4.9640 -2.2762 0.97 1.00 -0.01 -0.3447
C -2.0931 5.3385 -1.7786 -0.83 -1.97 0.20 0.4044
O -1.3545 4.6044 -1.1706 0.03 1.03 -0.44 -0.5330
C -1.7972 6.7962 -2.1164 0.19 1.85 -0.23 0.8980
F -2.8295 7.6129 -1.8242 0.20 -0.61 0.00 -0.2679
F -1.5348 6.9639 -3.4307 -0.09 -0.46 0.33 -0.2401
F -0.7313 7.2770 -1.4490 -0.42 -0.64 -0.07 -0.2381
H -4.9161 4.0608 -0.3577 -0.02 -0.06 -0.14 0.3450
H -4.4356 2.3543 -0.4649 0.02 0.24 -0.10 0.0982
H -3.2918 3.5772 0.0967 -0.01 -0.14 -0.11 0.2978
H -4.4787 3.3694 -2.7193 0.18 0.36 -0.06 0.4424
H -2.8263 2.9265 -2.3133 0.03 0.23 0.08 0.1583
C 6.9839 0.2483 -1.5842 -0.08 -0.29 0.30 -0.9704
C 5.8461 1.2283 -1.7966 0.83 0.21 -0.15 -0.0384
O 4.5756 0.6068 -1.5345 -0.85 -0.26 0.73 -0.1726
C 4.2653 0.4305 -0.2362 1.73 0.93 -0.50 0.1973
O 4.9727 0.7605 0.6812 -0.97 -0.42 -0.29 -0.5332
C 2.8898 -0.2140 -0.0906 -1.58 -0.91 0.19 0.9765
F 2.7465 -1.3040 -0.8759 0.68 1.07 0.26 -0.2488
F 1.8952 0.6355 -0.4258 0.59 0.03 -0.01 -0.2315
F 2.6359 -0.6182 1.1678 0.53 0.34 -0.43 -0.2791
H 6.8351 -0.6441 -2.1896 0.07 0.32 0.02 -0.1054
H 7.9401 0.7032 -1.8478 -0.08 0.04 -0.04 0.4443
H 7.0382 -0.0820 -0.5440 0.03 0.18 -0.06 0.3636
H 5.8334 1.5458 -2.8419 -0.36 -0.17 0.12 0.2939
H 5.9662 2.1297 -1.1893 -0.17 -0.23 0.11 0.3149
C -2.6681 -3.3520 7.4914 -0.14 -0.35 -0.12 -0.6539
C -3.5110 -2.1620 7.0746 0.63 0.09 0.67 -0.2118
O -4.3466 -2.4858 5.9486 -1.07 -0.42 -0.49 -0.2613
C -5.4307 -3.2379 6.2179 1.32 0.58 1.55 0.3935
O -5.7242 -3.6387 7.3144 -0.32 0.06 -1.09 -0.5217
C -6.2451 -3.4820 4.9517 -1.24 -0.53 -1.23 0.8475
F -5.4810 -3.9067 3.9181 0.02 -0.14 1.01 -0.2307
F -6.8690 -2.3616 4.5297 0.43 -0.13 0.38 -0.2776
F -7.2030 -4.4091 5.1200 0.64 0.41 0.35 -0.2555
H -2.0834 -3.7215 6.6448 0.04 0.15 0.05 0.2986
H -1.9909 -3.0805 8.3010 -0.18 0.06 -0.24 -0.0217
H -3.2908 -4.1831 7.8311 0.02 0.16 0.06 0.3308
H -2.8560 -1.3479 6.7556 -0.28 -0.10 -0.26 0.3255
H -4.1154 -1.7816 7.9029 -0.10 -0.19 -0.17 0.3092
C 2.0243 7.8413 -3.1812 -0.04 -0.40 -0.26 -0.9670
C 3.3580 7.8740 -2.4606 -0.41 0.71 -0.10 -0.3183
O 3.8817 6.5474 -2.2733 0.61 -0.88 -0.39 -0.3168
C 4.4164 5.9670 -3.3658 -0.74 1.87 -0.14 0.0742
O 4.4724 6.4861 -4.4507 0.26 -0.88 0.63 -0.5402
C 4.9667 4.5840 -3.0295 0.61 -1.84 0.34 1.2693
F 4.0842 3.8230 -2.3436 0.04 0.63 -0.27 -0.2219
F 6.0790 4.6573 -2.2680 -0.38 0.42 -0.22 -0.2765
F 5.3029 3.8773 -4.1238 -0.30 0.71 0.21 -0.2780
H 1.3194 7.1988 -2.6489 0.08 0.20 0.08 0.1164
H 1.6029 8.8445 -3.2602 0.03 -0.05 0.08 0.4558
H 2.1255 7.4327 -4.1897 0.08 0.17 0.05 0.3440
H 3.2209 8.3004 -1.4641 0.17 -0.37 0.00 0.3666
H 4.0862 8.5024 -2.9815 0.00 -0.28 -0.06 0.3283
C -2.3063 1.2538 12.6896 -0.16 -0.39 0.00 -1.0924
C -1.0612 1.4024 11.8359 -0.43 0.69 0.22 -0.1941
O -0.3917 0.1409 11.6707 0.09 -0.98 -0.62 -0.3378
C -0.9605 -0.7167 10.8023 -0.78 1.79 0.31 0.4102
O -1.9669 -0.4858 10.1805 0.80 -0.70 0.14 -0.5005
C -0.1414 -1.9986 10.6930 1.12 -1.73 0.02 0.8555
F 0.1732 -2.5166 11.8974 -0.35 0.51 -0.25 -0.2506
F 1.0267 -1.7972 10.0495 -0.52 0.39 0.13 -0.2646
F -0.7865 -2.9691 10.0191 0.00 0.74 0.36 -0.2817
H -2.0576 0.7969 13.6508 0.06 0.17 -0.02 0.3073
H -2.7721 2.2245 12.8657 0.10 -0.02 -0.01 0.3623
H -3.0424 0.6032 12.2118 0.07 0.16 -0.04 0.3099
H -0.3553 2.0689 12.3370 0.15 -0.36 -0.10 0.3156
H -1.2861 1.8467 10.8620 0.00 -0.29 0.03 0.3079
C 3.7182 -2.9690 -7.1655 -0.09 -0.25 0.33 -1.1142
C 5.0469 -2.2419 -7.0816 -0.38 -0.07 -0.73 -0.2302
O 5.4781 -2.1052 -5.7172 0.57 -0.40 0.88 -0.2670
C 5.9796 -3.2173 -5.1448 -0.59 -0.08 -1.90 0.2575
O 6.0796 -4.2806 -5.7009 0.20 0.61 0.90 -0.5249
C 6.4278 -2.9329 -3.7149 0.47 0.13 1.97 0.9707
F 5.4844 -2.2828 -2.9962 0.10 -0.29 -0.68 -0.2261
F 7.5396 -2.1617 -3.6778 -0.40 -0.33 -0.55 -0.2742
F 6.7199 -4.0508 -3.0280 -0.24 0.30 -0.77 -0.2567
H 2.9679 -2.4652 -6.5508 0.05 0.08 -0.15 0.3059
H 3.3650 -3.0107 -8.1970 0.05 0.08 0.04 0.3768
H 3.7988 -3.9918 -6.7903 0.08 0.08 -0.14 0.3224
H 4.9321 -1.2300 -7.4773 0.14 -0.01 0.37 0.3308
H 5.8190 -2.7347 -7.6795 -0.03 -0.08 0.28 0.3098
C 0.9475 2.8035 -3.4697 -0.04 -0.34 -0.19 -1.3939
C 0.4815 4.0644 -4.1727 0.05 -0.14 0.82 0.3820
O 0.6167 3.9424 -5.5984 -0.43 -0.26 -0.98 -0.3878
C -0.3103 3.1814 -6.2128 -0.14 0.25 1.96 0.3356
O -1.2118 2.6201 -5.6448 0.46 0.27 -0.94 -0.5115
C -0.0771 3.1573 -7.7200 0.29 -0.18 -1.93 0.8404
F 1.2053 2.8834 -8.0387 -0.34 0.08 0.50 -0.2430
F -0.3699 4.3442 -8.2918 0.00 -0.22 0.58 -0.2519
F -0.8299 2.2350 -8.3458 0.15 0.32 0.72 -0.2395
H 1.9723 2.5602 -3.7614 -0.01 0.14 0.10 0.3603
H 0.9042 2.9268 -2.3864 0.01 0.08 -0.06 0.3956
H 0.3297 1.9440 -3.7410 -0.05 0.15 0.09 0.4231
H 1.1113 4.9024 -3.8672 -0.01 0.00 -0.37 0.0456
H -0.5475 4.3217 -3.9061 0.05 -0.17 -0.25 0.1444
```
Positions in Å, forces in eV/Å.